C2H9N3O as an isolated structure. Source: the OMol25 dataset; level of theory: ωB97M-V/def2-TZVPD.

As for the total energy: -8736.297 eV. The LUMO energy comes out at 0.036 Eh. For the HOMO energy, the calculation gives -8.885 eV. As for the HOMO-LUMO gap: 9.87 eV. As for the relative energy (zero: lowest compared OMol25 entry of this formula, charge and spin): 206.7 kJ/mol.

```
! wB97M-V def2-TZVPD RIJCOSX def2/J DEFGRID3
* xyz 0 1
C 0.60 -0.36 -0.71
C -0.47 0.41 0.04
N 0.93 -1.60 -0.23
N -1.71 0.46 -0.68
N -0.64 -0.03 1.41
O 1.86 0.86 -0.29
H 2.10 1.51 -0.96
H 0.60 -0.26 -1.79
H 0.16 1.39 0.02
H 1.87 -1.88 -0.47
H 0.76 -1.67 0.77
H -1.57 0.10 1.78
H -2.11 -0.48 -0.75
H -2.36 1.03 -0.15
H -0.03 0.52 2.01
*
```

---

A 2-piece molecular cluster, C8H10F6O4 overall. Source: the OMol25 dataset; level of theory: ωB97M-V/def2-TZVPD.

As for the total energy: -32950.986 eV. The LUMO energy comes out at 0.013 Eh. For the HOMO energy, the calculation gives -11.511 eV. As for the HOMO-LUMO gap: 11.88 eV. As for the relative energy (zero: lowest compared OMol25 entry of this formula, charge and spin): 267.1 kJ/mol. Its SMILES is CCOC(=O)C(F)(F)F.CCOC(=O)C(F)(F)F.

```
! wB97M-V def2-TZVPD RIJCOSX def2/J DEFGRID3
* xyz 0 1
C 3.02 1.57 0.87
C 3.10 0.26 1.49
O 3.34 -0.61 0.38
C 3.75 -1.90 0.56
O 3.72 -2.54 1.64
C 4.20 -2.50 -0.85
F 5.22 -3.40 -0.57
F 3.13 -3.24 -1.37
F 4.67 -1.66 -1.73
H 2.11 1.60 0.16
H 3.85 1.54 0.19
H 3.21 2.33 1.69
H 2.22 0.00 1.91
H 3.89 0.20 2.34
C -1.31 0.02 0.13
C -2.31 0.68 -0.95
O -3.60 0.45 -0.36
C -4.68 0.84 -1.09
O -4.64 1.10 -2.31
C -6.00 0.91 -0.36
F -5.73 1.43 0.91
F -6.93 1.84 -0.88
F -6.64 -0.30 -0.37
H -1.33 0.37 1.14
H -0.36 0.29 -0.05
H -1.53 -1.02 0.40
H -2.43 0.08 -1.84
H -1.93 1.66 -1.06
*
```

---

A 7-piece molecular cluster, H12NO9 overall. Source: the OMol25 dataset; level of theory: ωB97M-V/def2-TZVPD.

As for the total energy: -20111.938 eV. The LUMO energy comes out at 0.124 Eh. For the HOMO energy, the calculation gives -6.467 eV. As for the HOMO-LUMO gap: 9.84 eV. As for the relative energy (zero: lowest compared OMol25 entry of this formula, charge and spin): 38.2 kJ/mol.

```
! wB97M-V def2-TZVPD RIJCOSX def2/J DEFGRID3
* xyz -1 1
N 0.37 0.03 -0.17
O -0.59 0.84 -0.27
O 1.32 0.07 -0.95
O 0.31 -0.85 0.72
O 2.51 -1.63 -2.82
H 2.17 -1.08 -2.09
H 2.87 -0.99 -3.45
O 0.79 2.06 2.12
H 1.48 2.42 1.55
H 0.14 1.69 1.50
O 3.09 -1.76 1.10
H 2.17 -1.70 0.80
H 3.10 -1.20 1.88
O -2.20 -1.48 -1.45
H -1.95 -0.79 -0.81
H -3.02 -1.17 -1.82
O -2.00 -0.68 2.42
H -2.21 -1.45 2.95
H -1.13 -0.87 2.04
O -2.34 2.94 -1.46
H -1.86 2.31 -0.90
H -3.02 3.29 -0.89
*
```

---

A 11-piece molecular cluster, C35H55Br12N3O2 overall. Source: the OMol25 dataset; level of theory: ωB97M-V/def2-TZVPD.

As for the total energy: -886261.132 eV. The LUMO energy comes out at 0.010 Eh. For the HOMO energy, the calculation gives -9.405 eV. As for the HOMO-LUMO gap: 9.68 eV. As for the relative energy (zero: lowest compared OMol25 entry of this formula, charge and spin): 0.0 kJ/mol. Its SMILES is c1ccncc1.c1ccncc1.c1ccncc1.C1CCOC1.C1CCOC1.BrCCBr.BrCCBr.BrCCBr.BrCCBr.BrCCBr.BrCCBr.

```
! wB97M-V def2-TZVPD RIJCOSX def2/J DEFGRID3
* xyz 0 1
C 29.41 21.87 29.36
C 29.78 22.65 30.44
C 30.77 22.20 31.31
N 31.37 21.04 31.17
C 31.09 20.31 30.09
C 30.12 20.69 29.18
H 28.76 22.26 28.60
H 29.32 23.61 30.60
H 31.07 22.80 32.16
H 31.69 19.42 29.94
H 29.95 20.05 28.32
C 28.81 15.47 34.88
C 28.98 14.61 33.79
C 29.51 15.15 32.63
N 29.83 16.42 32.48
C 29.61 17.22 33.51
C 29.08 16.80 34.72
H 28.40 15.01 35.77
H 28.80 13.56 33.91
H 29.83 14.50 31.82
H 29.84 18.26 33.32
H 28.83 17.48 35.52
C 26.27 22.60 28.96
C 26.06 23.72 29.73
C 24.99 24.54 29.45
N 24.11 24.29 28.47
C 24.31 23.20 27.74
C 25.36 22.33 27.95
H 27.13 21.97 29.12
H 26.78 23.97 30.51
H 24.75 25.48 29.93
H 23.59 23.05 26.94
H 25.52 21.46 27.33
C 29.71 21.23 35.51
C 30.31 19.83 35.65
C 29.59 19.30 36.92
O 29.39 20.42 37.74
C 29.01 21.49 36.89
H 29.01 21.25 34.68
H 30.49 22.00 35.44
H 31.38 19.86 35.78
H 30.00 19.13 34.87
H 30.21 18.53 37.38
H 28.65 18.79 36.69
H 29.39 22.37 37.38
H 27.93 21.52 36.72
C 31.33 27.86 34.66
C 32.39 26.78 34.43
C 32.16 26.28 32.99
O 31.49 27.39 32.34
C 30.59 27.93 33.32
H 31.71 28.81 35.02
H 30.57 27.53 35.37
H 32.19 25.98 35.15
H 33.41 27.13 34.53
H 31.45 25.44 33.01
H 33.04 26.00 32.42
H 29.68 27.31 33.29
H 30.41 28.96 33.00
Br 32.89 21.97 27.68
C 32.61 23.88 27.65
C 32.16 24.33 29.04
Br 32.44 26.21 29.40
H 31.93 24.15 26.85
H 33.48 24.50 27.41
H 32.51 23.70 29.85
H 31.07 24.25 29.03
Br 26.59 19.16 33.33
C 26.77 19.57 31.43
C 27.58 18.48 30.80
Br 27.49 18.63 28.82
H 27.24 20.54 31.33
H 25.77 19.59 31.02
H 27.18 17.49 30.98
H 28.62 18.43 31.12
Br 28.30 25.93 29.36
C 29.07 27.72 29.66
C 27.99 28.70 30.05
Br 27.12 28.13 31.72
H 29.56 27.95 28.72
H 29.80 27.66 30.46
H 27.26 28.93 29.28
H 28.48 29.63 30.33
Br 31.10 20.94 24.64
C 29.76 21.86 25.67
C 28.87 22.66 24.71
Br 27.53 23.63 25.75
H 30.18 22.62 26.33
H 29.17 21.16 26.23
H 28.42 21.95 24.02
H 29.41 23.41 24.14
Br 34.96 22.44 31.13
C 35.06 21.36 32.80
C 33.71 21.17 33.44
Br 33.09 22.82 34.26
H 35.82 21.78 33.44
H 35.37 20.42 32.36
H 33.70 20.35 34.15
H 32.96 20.87 32.70
Br 25.02 22.94 32.99
C 26.68 23.79 33.56
C 26.39 25.13 34.24
Br 28.09 25.84 34.87
H 27.39 23.87 32.75
H 27.12 23.12 34.30
H 25.76 24.97 35.10
H 25.99 25.78 33.45
*
```